No. 1
{"formula": "C29H30FGeN2O3Pt", "method": "ωB97M-V with the def2-TZVPD basis set", "orbital_gap_ev": [8.03, 6.27], "s2": 2.038, "de_lowest_kj_mol": 0.0, "lumo_energy_ev": [-2.7, -4.9], "total_charge": 1, "multiplicity": 3, "species": ["C", "H", "Pt", "H", "H", "H", "Ge", "C", "H", "C", "H", "H", "H", "C", "O", "C", "H", "C", "C", "C", "N", "C", "H", "C", "H", "C", "C", "H", "H", "C", "H", "C", "C", "H", "H", "C", "H", "O", "N", "H", "H", "C", "H", "H", "C", "H", "H", "H", "C", "H", "C", "H", "C", "C", "F", "C", "H", "C", "O", "C", "C", "H", "C", "H", "C", "C", "H"], "xyz": [[-1.899785, 4.335382, -1.823376], [3.309253, 5.004581, 2.182719], [-0.074029, 0.119218, -0.302118], [2.908893, -4.472677, 0.708464], [0.648615, -2.645970, -2.121106], [1.084718, 2.787896, -1.687042], [-0.010965, 2.510732, -0.634025], [1.415629, 4.870903, 3.187364], [3.002749, -3.036416, -2.815382], [2.237454, -2.431124, 0.531667], [-1.218121, 0.530382, -2.716134], [-0.698005, 1.070355, 4.722473], [-0.585089, 4.613156, 3.931772], [2.293825, 4.628983, 2.138410], [1.853256, -0.025185, 0.431465], [-4.258487, 3.952587, -2.118495], [5.955088, -1.651079, -0.232179], [-2.888771, 2.267312, -1.084458], [2.643295, -1.098616, 0.307588], [-3.143929, 4.769876, -2.264478], [1.014797, 0.777855, 2.858116], [0.470745, -4.158733, 1.261430], [-1.351423, 3.348673, 1.955314], [-0.711368, -0.302904, -2.242955], [-5.005892, 2.071866, -1.400758], [-1.759756, 3.075503, -1.235553], [-4.133783, 2.703480, -1.524441], [-2.804116, 1.295478, -0.609054], [1.424755, 0.371448, 4.894367], [1.410591, 0.477045, -3.290772], [-2.074032, 0.923641, 3.681583], [2.531339, -2.067159, -2.927345], [1.240084, -1.838435, -2.531879], [-5.227205, 4.291234, -2.468341], [-1.341882, -1.177793, -2.116634], [1.698486, 1.075624, 4.105909], [-1.036853, 4.985380, -1.939540], [-0.099112, -2.070037, 0.362716], [-1.078832, 0.978229, 3.799190], [4.274706, 0.177551, -0.166531], [1.748692, 5.432623, 4.053396], [2.705901, 0.257020, -3.674316], [3.304012, 1.030915, -4.139007], [1.492705, 2.095476, 4.438541], [3.992877, -0.853116, 0.019607], [0.728417, -4.940434, 0.541583], [1.552618, 0.627006, 2.009544], [-0.600073, -4.190361, 1.440328], [1.865144, 3.912624, 1.025191], [-3.244379, 5.747448, -2.720438], [-0.303118, 0.770150, 2.719342], [5.255677, -3.994478, 0.242008], [4.531278, -3.190988, 0.252764], [-0.322700, 3.692303, 2.010208], [4.514206, -1.215266, -3.814717], [3.251280, -1.009162, -3.468053], [0.952572, 1.442619, -3.460655], [0.644397, -0.554296, -2.675396], [-0.883296, 0.606262, 1.598259], [0.556186, 3.436766, 0.955447], [0.830739, -2.806862, 0.704698], [1.014178, -4.365529, 2.185191], [0.105287, 4.406015, 3.122076], [2.767066, 0.982891, 3.937217], [4.918723, -1.873421, -0.006374], [3.210385, -3.449105, 0.521705], [2.556164, 3.726125, 0.209321]], "forces_ev_per_angstrom": [[-0.101, -0.062, -0.005], [-0.041, -0.017, 0.005], [-0.193, -0.199, 0.180], [-0.011, 0.074, -0.004], [-0.018, 0.032, 0.025], [-0.096, 0.037, 0.035], [0.153, -0.039, -0.459], [-0.001, -0.009, -0.013], [-0.016, 0.081, -0.021], [-0.085, -0.179, 0.028], [-0.019, 0.090, 0.058], [0.007, 0.014, -0.008], [0.029, -0.005, -0.028], [-0.014, -0.043, -0.001], [0.760, -0.159, -0.145], [0.006, 0.001, -0.011], [-0.043, 0.009, 0.013], [-0.016, 0.194, -0.046], [-0.195, 0.322, 0.050], [0.034, -0.023, 0.032], [-0.051, 0.016, 0.406], [0.072, 0.012, 0.030], [0.063, 0.034, -0.006], [0.011, -0.033, -0.433], [0.051, 0.026, -0.010], [-0.213, 0.040, -0.055], [0.054, 0.005, 0.025], [0.000, -0.027, -0.006], [-0.003, -0.031, -0.016], [-0.131, -0.117, 0.062], [-0.032, -0.003, -0.008], [0.150, -0.030, -0.052], [-0.206, 0.107, -0.049], [0.068, -0.019, 0.034], [-0.064, -0.067, 0.017], [-0.059, 0.012, -0.057], [-0.059, -0.043, -0.005], [-0.155, -0.148, 0.039], [-0.034, -0.088, -0.067], [0.034, -0.082, 0.010], [-0.028, -0.026, -0.069], [0.081, -0.057, -0.025], [-0.010, -0.065, 0.024], [-0.014, -0.004, -0.028], [0.087, 0.126, 0.057], [-0.013, 0.039, 0.040], [0.035, -0.054, -0.085], [0.002, 0.014, -0.001], [-0.013, -0.012, 0.197], [0.006, -0.043, 0.012], [0.020, 0.123, 0.007], [-0.019, 0.042, -0.009], [0.101, 0.094, -0.035], [0.057, 0.186, -0.033], [0.231, -0.042, -0.070], [-0.137, 0.049, 0.030], [0.008, -0.049, 0.019], [0.096, 0.060, 0.031], [0.030, -0.116, 0.364], [0.039, 0.065, 0.194], [-0.030, 0.053, -0.011], [-0.017, 0.004, -0.069], [0.023, -0.022, -0.049], [0.013, 0.006, -0.007], [0.013, 0.014, -0.045], [-0.166, -0.090, -0.010], [-0.030, 0.023, 0.026]]}

---

No. 2
{"formula": "C12H18Cl4F6O4", "method": "ωB97M-V with the def2-TZVPD basis set", "orbital_gap_ev": 10.75, "de_lowest_kj_mol": 211.0, "smiles": "CCOC(=O)C(F)(F)F.CCOC(=O)C(F)(F)F.ClCCCl.ClCCCl", "lumo_energy_ev": 0.2, "multiplicity": 1, "species": ["C", "H", "H", "H", "C", "F", "Cl", "H", "H", "C", "H", "F", "O", "F", "Cl", "C", "O", "O", "F", "H", "H", "C", "Cl", "O", "C", "F", "F", "C", "H", "C", "C", "H", "C", "H", "H", "H", "H", "H", "C", "H", "C", "Cl", "H", "H"], "xyz": [[0.251778, -12.396753, 7.297217], [0.194414, -16.175581, 1.182854], [1.158340, -17.939136, 8.162225], [1.951376, -17.621960, 2.220116], [6.875046, -16.067182, 3.471839], [6.036345, -18.323367, 3.157460], [-1.237667, -13.836859, 5.520084], [0.500929, -15.954276, 6.891766], [0.278159, -11.781259, 8.196414], [-1.133286, -12.981273, 7.111958], [7.790475, -15.222428, 7.343154], [4.967433, -16.945189, 4.567730], [7.321725, -15.446870, 2.473059], [5.183351, -19.088709, 7.937264], [0.301388, -14.363129, 2.754493], [1.842211, -17.090475, 8.175995], [4.127237, -15.936297, 9.341273], [7.351997, -15.876482, 4.794343], [4.856253, -16.690499, 2.468862], [-1.926490, -12.255288, 7.290513], [-1.279339, -13.735601, 7.885095], [0.946804, -15.749314, 1.846407], [0.780201, -11.359210, 5.863296], [3.140230, -17.591244, 8.171188], [8.616497, -15.236111, 5.183420], [6.325344, -17.307723, 7.827990], [6.054582, -18.248362, 9.810873], [8.568963, -14.855634, 6.674189], [2.175185, -15.514618, 6.762578], [4.183735, -17.014141, 8.722528], [1.345562, -16.936198, 2.812420], [1.815839, -15.370799, 1.308262], [5.688792, -17.009545, 3.425350], [1.809258, -16.903722, 6.004898], [9.469127, -15.861952, 4.919900], [1.666335, -16.345408, 8.951910], [8.690515, -13.776111, 6.763438], [2.119335, -16.651257, 3.525286], [5.479956, -17.937319, 8.575710], [9.515881, -15.224465, 7.068417], [1.509966, -16.366313, 6.904745], [-0.042578, -17.725280, 3.593397], [8.795339, -14.410634, 4.494422], [1.112630, -13.064486, 7.262959]], "forces_ev_per_angstrom": [[0.656, 0.787, -1.032], [-0.015, 0.504, -0.126], [0.285, -0.157, 0.885], [-0.709, -0.565, -0.319], [4.395, 4.182, -0.555], [0.129, 1.603, 0.912], [-0.390, 0.384, 0.849], [-0.068, -0.476, -0.162], [0.086, 0.041, -0.136], [0.623, -0.662, -0.002], [-0.223, -0.072, -0.684], [0.743, -0.417, -0.264], [-1.881, -2.855, 3.714], [0.104, 0.411, 0.807], [-0.087, -0.114, -0.183], [-1.762, 1.194, -0.570], [0.941, -2.996, -1.828], [-1.286, -1.403, -2.108], [-0.354, 0.675, -0.988], [0.103, 0.112, -0.706], [0.085, -0.166, -0.050], [0.188, -1.397, 1.322], [-0.547, 0.085, 0.706], [1.635, -1.466, -0.477], [-0.735, 0.158, -1.119], [1.468, 0.876, -0.446], [-1.022, 0.639, -2.027], [1.449, 0.287, -0.461], [0.048, 0.509, 0.507], [-0.954, 2.488, 2.501], [1.003, 1.164, -1.127], [-0.058, -0.328, -0.011], [-0.939, -1.782, 0.498], [-0.839, -0.651, 0.012], [-0.349, -0.744, 0.355], [0.150, -0.634, 0.613], [-0.533, 0.046, 0.080], [-0.628, 0.479, 0.556], [-1.393, -0.825, 1.265], [-0.041, -0.175, 0.318], [1.404, 1.106, -1.157], [0.425, 0.221, -0.240], [-0.435, 0.510, 0.342], [-0.673, -0.571, 0.538]]}

---

No. 3
{"formula": "C18H11ClIrN5O3", "method": "ωB97M-V with the def2-TZVPD basis set", "orbital_gap_ev": 7.44, "de_lowest_kj_mol": 0.0, "lumo_energy_ev": -0.8, "multiplicity": 1, "species": ["C", "C", "H", "O", "H", "H", "C", "C", "C", "C", "C", "H", "H", "H", "C", "N", "C", "H", "O", "H", "H", "C", "C", "O", "C", "N", "C", "C", "Ir", "C", "C", "C", "N", "H", "Cl", "N", "H", "C", "N"], "xyz": [[-0.429307, 2.639810, 1.091379], [-2.910620, 0.826538, 3.221786], [-4.472605, 1.734507, 4.340926], [-1.148239, -0.011339, 1.950428], [0.246697, -3.973074, 2.785875], [1.525804, -6.081910, 2.483786], [-0.031793, 1.446560, -4.250905], [0.992102, -4.072513, 2.009020], [-1.828774, 1.013660, 2.320490], [2.174540, -3.058869, 0.155222], [2.881220, -4.254811, -0.009195], [3.622413, -4.354599, -0.792549], [3.211872, -6.250755, 0.673907], [3.908696, -0.474008, -3.209923], [-1.541836, 2.347458, 1.913323], [3.318526, -1.922609, -1.722192], [1.215740, -2.974553, 1.176200], [-2.094565, 4.436666, 2.053100], [0.486111, -1.878641, 1.404836], [2.040002, 1.029550, -1.931408], [-3.130704, -0.180456, 3.547503], [2.342883, 0.018923, -1.729900], [3.281427, -0.711812, -2.370934], [0.403101, 1.853543, 0.600058], [1.706793, -5.237517, 1.831814], [-0.572912, 0.383968, -1.203897], [-3.360001, 3.202631, 3.232049], [-2.326504, 3.430842, 2.380370], [0.260612, -0.211117, 0.505759], [-3.648658, 1.888733, 3.656324], [2.416572, -1.916967, -0.715320], [-0.731387, 0.940329, -2.213356], [0.756548, 1.380401, -5.094743], [3.912246, -2.698101, -1.952329], [-4.339600, 4.512052, 3.818624], [1.807139, -0.736866, -0.707585], [-0.248358, 3.694959, 0.857623], [2.656141, -5.334611, 0.816973], [-0.965971, 1.557969, -3.306090]], "forces_ev_per_angstrom": [[-0.052, 0.043, 0.045], [0.001, 0.057, 0.045], [-0.007, -0.008, -0.011], [-0.434, -0.154, -0.193], [-0.007, 0.006, -0.006], [-0.005, 0.000, -0.002], [-0.064, -0.006, -0.029], [0.052, -0.026, -0.010], [0.199, 0.139, -0.073], [-0.116, 0.088, 0.083], [-0.005, -0.022, 0.022], [-0.005, 0.008, -0.004], [0.005, 0.003, -0.003], [-0.001, -0.031, -0.010], [-0.003, -0.154, -0.094], [0.002, 0.027, 0.021], [0.250, 0.186, -0.133], [0.004, 0.001, 0.007], [-0.360, -0.384, -0.029], [-0.123, -0.004, 0.062], [0.009, -0.007, -0.015], [0.084, 0.095, -0.072], [0.015, -0.023, 0.080], [0.505, -0.036, -0.508], [-0.018, -0.005, 0.034], [-0.396, -0.342, 0.594], [-0.005, 0.033, -0.012], [-0.036, -0.002, -0.020], [0.136, 0.344, 0.308], [-0.015, -0.026, 0.023], [0.032, -0.134, -0.147], [0.074, 0.124, -0.096], [0.008, 0.028, 0.015], [0.008, 0.016, -0.034], [0.007, 0.002, -0.002], [0.123, 0.261, 0.025], [0.025, 0.005, 0.106], [0.014, -0.011, -0.018], [0.095, -0.089, 0.051]]}

---

No. 4
{"formula": "C5H11NOS", "method": "ωB97M-V with the def2-TZVPD basis set", "orbital_gap_ev": 9.77, "de_lowest_kj_mol": 253.2, "smiles": "CN[C@H](C=O)CCS", "lumo_energy_ev": 0.9, "multiplicity": 1, "species": ["H", "C", "H", "C", "C", "H", "H", "H", "C", "H", "C", "H", "H", "S", "H", "N", "H", "H", "O"], "xyz": [[1.565105, -3.441977, 0.580241], [-1.650892, 0.560529, -1.898748], [-0.635446, -0.735684, -0.089015], [1.311416, 0.208793, 0.313758], [-0.746379, 1.033783, 1.309101], [0.584063, -1.188371, 1.829354], [-2.367025, 1.324996, -2.288505], [1.891080, 0.212948, -0.599846], [-0.224402, 0.319520, 0.018847], [2.306536, -1.390826, 1.699337], [1.416443, -1.085068, 1.129047], [1.749589, 0.998180, 0.884922], [-2.407594, -0.075927, -1.346762], [1.690063, -2.367767, -0.202067], [-0.706984, 2.125961, 1.296613], [-0.549114, 1.130382, -1.166949], [-1.276383, -0.111516, -2.686988], [-0.697855, 2.117240, -0.955903], [-1.252222, 0.364804, 2.173561]], "forces_ev_per_angstrom": [[-0.004, -0.200, 0.006], [-2.103, -0.465, -0.680], [0.369, 1.518, 0.208], [-0.534, -1.034, 0.359], [-0.941, -2.737, -1.457], [-0.262, -0.364, -0.613], [1.064, -0.300, -0.248], [0.014, -0.372, -0.365], [0.837, 1.358, 0.598], [-0.032, 1.530, 0.139], [1.523, -1.385, -0.514], [-0.209, 1.037, 0.529], [1.080, 0.459, 0.244], [-0.938, -0.044, 0.235], [0.187, 0.481, 0.266], [-0.001, -0.407, 0.670], [-0.226, 0.470, -0.042], [0.027, -0.455, 0.100], [0.148, 0.912, 0.564]]}